[1]
{
  "formula": "C6H16N2",
  "method": "wB97M-V/def2-TZVPD",
  "symbols": ["N", "N", "C", "C", "C", "C", "C", "C", "H", "H", "H", "H", "H", "H", "H", "H", "H", "H", "H", "H", "H", "H", "H", "H"],
  "positions_angstrom": [[1.419, 0.991, 1.183], [-0.701, -1.489, -0.434], [-2.730, 0.250, -0.583], [2.346, -1.032, 0.031], [1.011, 0.706, -1.200], [-0.076, -0.790, 0.514], [-2.134, 0.980, 0.511], [1.189, -0.017, 0.137], [0.712, -0.001, -1.971], [3.280, -0.516, -0.206], [2.143, -1.766, -0.749], [-2.812, 0.775, -1.531], [-2.672, 0.967, 1.457], [-1.194, -2.291, -0.047], [0.244, 1.474, -1.115], [-1.716, 1.957, 0.289], [2.227, 1.556, 0.947], [-1.065, 0.333, 0.774], [1.949, 1.176, -1.502], [2.480, -1.563, 0.977], [-1.849, -0.737, -0.752], [-0.062, -1.162, 1.544], [1.622, 0.543, 2.071], [-3.610, -0.344, -0.346]],
  "relative_energy_kj_mol": 267.8,
  "total_charge": 0,
  "smiles": "[H]/N=C/C(C)(C)N.CC"
}

[2]
{
  "formula": "C6H16N2",
  "method": "wB97M-V/def2-TZVPD",
  "symbols": ["N", "N", "C", "C", "C", "C", "C", "C", "H", "H", "H", "H", "H", "H", "H", "H", "H", "H", "H", "H", "H", "H", "H", "H"],
  "positions_angstrom": [[0.353, -1.524, 1.434], [-0.153, -0.051, -1.011], [0.564, 1.132, -3.106], [1.191, 0.489, 4.328], [-0.486, 0.952, -1.995], [0.016, -1.328, -1.671], [-0.862, -1.144, 1.139], [-1.194, -0.152, 0.011], [-1.284, 0.851, 0.450], [0.309, -0.446, 1.686], [0.285, 2.066, -3.610], [-2.111, -0.523, -0.470], [-0.507, 1.962, -1.576], [1.549, 1.210, -2.625], [1.598, 0.819, 3.373], [0.652, 0.364, -3.868], [0.193, -2.124, -0.954], [1.302, -0.591, 4.358], [0.130, 0.763, 4.390], [-0.872, -1.574, -2.320], [-1.756, -1.565, 1.654], [0.863, -1.325, -2.363], [1.716, 0.956, 5.158], [-1.494, 0.780, -2.412]],
  "relative_energy_kj_mol": 391.1,
  "total_charge": 0,
  "smiles": "[H]/N=C\\CN(C)CC.C"
}

[3]
{
  "formula": "C6H16N2",
  "method": "wB97M-V/def2-TZVPD",
  "symbols": ["N", "N", "C", "C", "C", "C", "C", "C", "H", "H", "H", "H", "H", "H", "H", "H", "H", "H", "H", "H", "H", "H", "H", "H"],
  "positions_angstrom": [[-0.180, 0.783, 0.957], [1.318, -3.033, -0.710], [0.593, -2.242, 0.270], [-0.373, 0.164, -0.326], [-0.907, 1.980, 1.348], [0.769, 0.359, -1.414], [-0.792, 3.238, 0.444], [-0.558, -1.361, -0.332], [0.020, -2.811, 1.138], [-1.192, 0.688, -0.823], [1.577, -3.961, -0.323], [-1.947, 1.553, 1.262], [1.342, -1.749, 0.882], [-0.809, -1.511, -1.383], [0.702, -3.064, -1.568], [-0.527, 2.280, 2.347], [-1.818, 3.449, 0.004], [-1.380, -1.671, 0.285], [0.822, 0.890, 1.076], [-0.584, 4.174, 0.981], [1.824, 0.132, -1.272], [0.497, -0.228, -2.291], [-0.006, 3.209, -0.319], [0.824, 1.394, -1.829]],
  "relative_energy_kj_mol": 207.5,
  "total_charge": 0,
  "smiles": "CCN[C@@H](C)CCN"
}

[4]
{
  "formula": "C6H16N2",
  "method": "wB97M-V/def2-TZVPD",
  "symbols": ["N", "N", "C", "C", "C", "C", "C", "C", "H", "H", "H", "H", "H", "H", "H", "H", "H", "H", "H", "H", "H", "H", "H", "H"],
  "positions_angstrom": [[-0.713, -0.195, -1.859], [0.634, -0.113, 1.187], [1.781, -0.382, 3.276], [-0.660, -0.437, 0.480], [1.764, -0.547, 0.317], [-0.910, 0.441, -0.712], [0.662, -0.931, 2.407], [-2.423, 1.412, -4.162], [2.796, -0.564, 3.021], [-2.110, 2.222, -3.476], [-2.314, 0.471, -3.614], [0.923, -2.006, 2.156], [1.720, -1.646, 0.284], [1.657, -0.868, 4.243], [2.636, -0.047, 0.747], [1.616, -0.214, -0.712], [-0.432, -1.371, -0.079], [-1.491, -0.457, 1.226], [-1.743, 1.229, -5.017], [-1.812, 1.069, -0.723], [-0.350, -0.933, 2.858], [0.583, 1.597, -0.739], [-3.394, 1.586, -4.565], [1.581, 0.683, 3.456]],
  "relative_energy_kj_mol": 854.0,
  "total_charge": 0
}

[5]
{
  "formula": "C6H16N2",
  "method": "wB97M-V/def2-TZVPD",
  "symbols": ["N", "N", "C", "C", "C", "C", "C", "C", "H", "H", "H", "H", "H", "H", "H", "H", "H", "H", "H", "H", "H", "H", "H", "H"],
  "positions_angstrom": [[1.947, 0.091, 1.227], [-2.499, 0.033, -1.242], [-0.654, -1.229, 0.974], [1.253, 0.339, -0.018], [-0.929, 0.013, -1.185], [-0.402, 0.072, 0.222], [1.964, -0.341, -1.188], [-0.947, 1.258, 1.012], [2.165, -0.891, 1.347], [-0.968, 2.154, 0.395], [-0.291, 1.439, 1.862], [-2.894, -0.743, -0.720], [1.309, 1.421, -0.179], [-2.867, 0.894, -0.851], [1.565, -0.014, -2.144], [-1.960, 1.068, 1.365], [-0.641, 0.885, -1.773], [3.021, -0.067, -1.199], [1.881, -1.425, -1.114], [-0.272, -1.162, 1.991], [-0.201, -2.074, 0.461], [-1.724, -1.406, 1.084], [2.808, 0.607, 1.351], [-0.664, -0.923, -1.676]],
  "relative_energy_kj_mol": 57.9,
  "total_charge": 0,
  "smiles": "C[C@H](N)C(C)(C)CN"
}

[6]
{
  "formula": "C6H16N2",
  "method": "wB97M-V/def2-TZVPD",
  "symbols": ["N", "N", "C", "C", "C", "C", "C", "C", "H", "H", "H", "H", "H", "H", "H", "H", "H", "H", "H", "H", "H", "H", "H", "H"],
  "positions_angstrom": [[0.734, -1.936, -0.206], [0.910, 0.683, -0.593], [1.700, -1.022, -0.131], [2.333, -0.788, 1.216], [-0.231, 1.090, -0.141], [-0.500, 1.026, 1.333], [-1.141, 1.954, -0.962], [-1.959, -1.106, -0.605], [-0.753, -1.369, -0.426], [-2.584, -0.546, 0.087], [2.715, 0.231, 1.276], [-1.009, 2.999, -0.669], [-0.415, 0.004, 1.690], [0.726, -2.404, -1.110], [3.165, -1.480, 1.343], [-1.492, 1.405, 1.566], [1.030, 0.831, -1.591], [0.242, 1.622, 1.868], [-2.090, -0.703, -1.608], [-0.930, 1.867, -2.028], [2.451, -0.980, -0.928], [1.614, -0.939, 2.017], [-2.182, 1.693, -0.783], [-2.334, -2.130, -0.614]],
  "relative_energy_kj_mol": 292.5,
  "total_charge": 0
}

[7]
{
  "formula": "C6H16N2",
  "method": "wB97M-V/def2-TZVPD",
  "symbols": ["N", "N", "C", "C", "C", "C", "C", "C", "H", "H", "H", "H", "H", "H", "H", "H", "H", "H", "H", "H", "H", "H", "H", "H"],
  "positions_angstrom": [[0.050, 0.487, 0.839], [-0.042, -1.868, -1.113], [-1.674, 0.018, 2.612], [-0.763, -0.504, 1.543], [-0.005, 0.513, -0.602], [1.481, 0.138, 0.937], [-0.029, -0.246, -3.025], [0.365, -0.641, -1.550], [1.798, 0.381, 1.978], [-1.077, 0.436, 3.438], [0.268, 3.392, 0.042], [0.831, 3.254, -0.426], [0.636, -2.580, -1.351], [0.049, -1.101, -3.708], [1.575, -0.946, 0.727], [-0.829, 1.170, -0.949], [2.138, 0.751, 0.324], [-2.460, 0.682, 2.280], [1.479, -0.687, -1.565], [-2.179, -0.886, 3.010], [0.765, 0.403, -3.325], [-1.268, -1.185, 0.848], [-1.020, 0.208, -3.042], [-0.089, -1.191, 2.079]],
  "relative_energy_kj_mol": 679.1,
  "total_charge": 0
}

[8]
{
  "formula": "C6H16N2",
  "method": "wB97M-V/def2-TZVPD",
  "symbols": ["N", "N", "C", "C", "C", "C", "C", "C", "H", "H", "H", "H", "H", "H", "H", "H", "H", "H", "H", "H", "H", "H", "H", "H"],
  "positions_angstrom": [[-1.743, 0.431, -1.868], [0.270, -0.075, 0.149], [1.230, 0.989, -0.010], [-0.867, -1.559, 1.777], [0.209, -0.938, -0.990], [0.405, -0.794, 1.410], [-0.551, -0.357, -2.202], [0.877, 2.229, 0.815], [2.260, 0.689, 0.208], [-1.750, -0.972, 1.511], [1.617, 2.999, 0.625], [-1.500, 1.273, -1.367], [-0.931, -1.635, 2.861], [0.065, 0.227, -2.879], [1.186, -1.279, -1.364], [-0.077, 2.591, 0.415], [-0.258, -1.893, -0.753], [1.234, 1.342, -1.040], [0.801, 2.116, 1.891], [-0.934, -1.205, -2.771], [1.284, -1.453, 1.412], [0.559, -0.054, 2.188], [-2.402, -0.127, -1.345], [-0.985, -2.543, 1.327]],
  "relative_energy_kj_mol": 85.8,
  "total_charge": 0,
  "smiles": "CCN(CC)CCN"
}

[9]
{
  "formula": "C6H16N2O",
  "method": "wB97M-V/def2-TZVPD",
  "symbols": ["O", "N", "N", "C", "C", "C", "C", "C", "C", "H", "H", "H", "H", "H", "H", "H", "H", "H", "H", "H", "H", "H", "H", "H", "H"],
  "positions_angstrom": [[0.287, 1.400, -0.609], [-0.588, -0.629, 0.316], [1.606, -0.557, -0.570], [-2.683, 0.593, -0.599], [2.981, -0.105, -0.453], [-1.892, 0.091, 0.610], [-0.764, -1.734, -0.601], [0.550, 0.237, 0.173], [1.043, 0.633, 1.569], [-2.073, 1.242, -1.223], [-0.925, -1.428, -1.642], [1.833, 1.377, 1.498], [-1.624, -2.311, -0.260], [-2.491, -0.639, 1.164], [-3.035, -0.239, -1.203], [-3.555, 1.153, -0.262], [1.402, -0.254, 2.081], [0.233, 1.068, 2.150], [3.097, 0.977, -0.601], [3.362, -0.371, 0.532], [-0.118, 2.081, -0.064], [3.581, -0.625, -1.199], [-1.687, 0.921, 1.289], [1.346, -0.507, -1.552], [0.113, -2.375, -0.543]],
  "relative_energy_kj_mol": 139.1,
  "total_charge": 0,
  "smiles": "CCN(C)[C@](C)(O)NC"
}

[10]
{
  "formula": "C6H16N2O",
  "method": "wB97M-V/def2-TZVPD",
  "symbols": ["O", "N", "N", "C", "C", "C", "C", "C", "C", "H", "H", "H", "H", "H", "H", "H", "H", "H", "H", "H", "H", "H", "H", "H", "H"],
  "positions_angstrom": [[0.694, 1.232, 1.713], [-0.596, 2.202, -0.354], [1.426, 0.067, -0.741], [0.228, -0.013, 1.383], [-1.174, 0.866, -0.489], [-0.131, -1.789, -0.399], [0.320, -0.403, -0.019], [-1.642, 0.561, -1.899], [1.469, -1.236, 2.068], [0.945, -2.151, 2.328], [-0.411, -1.803, -1.451], [2.328, -1.425, 1.430], [0.115, 2.329, -1.069], [-2.275, 1.361, -2.306], [0.229, 1.885, 1.107], [2.032, -0.658, -1.100], [-2.000, 0.781, 0.221], [1.940, 0.790, -0.250], [-2.233, -0.354, -1.927], [-0.982, -2.097, 0.203], [-1.282, 2.946, -0.469], [1.792, -0.700, 2.955], [0.674, -2.509, -0.261], [-0.781, 0.443, -2.563], [-0.685, -0.326, 1.889]],
  "relative_energy_kj_mol": 283.2,
  "total_charge": 0
}

LUMO level
In order: 0.037, 0.029, 0.040, -0.093, 0.033, 0.030, -0.045, 0.041, 0.032, 0.035
Unit: Ha